{
  "formula": "C67H73N2O15PS",
  "method": "the ωB97M-V functional and the def2-TZVPD basis",
  "homo_lumo_gap_ev": 5.87,
  "total_charge": 0,
  "total_energy_ha": -4573.84385,
  "lumo_energy_ev": -1.8,
  "smiles": "CCCCCCCc1cc2c(c(CCCCCN)c1CCCO)N(P(C)O)c1c(OCCC)cccc1S2.O=C1C=CC(=O)C=C1.O=C1C=CC(=O)C=C1.O=C1C=CC(=O)C=C1.O=C1C=CC(=O)C=C1.O=C1C=CC(=O)C=C1.O=C1C=CC(=O)C=C1",
  "species": ["C", "C", "C", "C", "C", "C", "C", "C", "C", "C", "C", "C", "C", "C", "C", "C", "C", "N", "C", "C", "C", "C", "O", "N", "P", "C", "O", "C", "C", "O", "C", "C", "C", "C", "C", "C", "C", "S", "H", "H", "H", "H", "H", "H", "H", "H", "H", "H", "H", "H", "H", "H", "H", "H", "H", "H", "H", "H", "H", "H", "H", "H", "H", "H", "H", "H", "H", "H", "H", "H", "H", "H", "H", "H", "H", "H", "H", "H", "H", "H", "H", "H", "H", "H", "H", "H", "H", "C", "C", "C", "O", "C", "C", "C", "O", "H", "H", "H", "H", "C", "C", "C", "O", "C", "C", "C", "O", "H", "H", "H", "H", "C", "C", "C", "O", "C", "C", "C", "O", "H", "H", "H", "H", "C", "C", "C", "O", "C", "C", "C", "O", "H", "H", "H", "H", "C", "C", "C", "O", "C", "C", "C", "O", "H", "H", "H", "H", "C", "C", "C", "O", "C", "C", "C", "O", "H", "H", "H", "H"],
  "positions_angstrom": [[3.947787, 1.989021, 1.497269], [4.678028, 1.607856, 0.123298], [4.400715, 0.115450, -0.396747], [2.834947, -0.264972, -0.535390], [1.950550, 0.811001, -1.326583], [1.854352, 0.582895, -2.911064], [0.596849, 1.398519, -3.555612], [-0.810611, 0.833604, -2.976611], [-0.831850, -0.690240, -2.635398], [-2.167039, -1.273624, -2.127992], [-3.486176, -0.435347, -1.923143], [-3.417879, 1.095920, -2.276929], [-4.790758, 1.898525, -2.094899], [-4.679617, 3.230483, -1.206822], [-5.244132, 3.094538, 0.292228], [-6.732192, 3.743828, 0.416307], [-6.703284, 5.366847, 0.229102], [-7.337016, 5.785238, -1.088826], [-2.083999, 1.746101, -2.809318], [-2.006471, 3.282429, -3.221655], [-1.259114, 4.249721, -2.178964], [-0.603298, 3.532568, -0.911171], [-1.547667, 2.984488, 0.036994], [-4.725806, -1.098290, -1.440288], [-4.651486, -1.438071, 0.297388], [-3.031961, -0.704872, 1.027246], [-5.890731, -0.603706, 1.171230], [-5.079053, -2.283380, -2.241792], [-6.489837, -2.540017, -2.879866], [-7.555837, -1.606382, -2.734217], [-8.540402, -2.101957, -1.751308], [-8.441008, -1.152612, -0.458669], [-9.737740, -0.253416, -0.177914], [-6.799049, -3.820652, -3.722208], [-5.735310, -4.943244, -3.992752], [-4.337116, -4.709859, -3.327884], [-4.029879, -3.435666, -2.497321], [-2.354412, -3.096280, -1.736329], [4.441446, 2.961832, 1.882628], [4.058827, 1.216957, 2.327709], [2.837123, 2.265288, 1.342761], [5.823954, 1.723452, 0.188100], [4.341611, 2.397093, -0.653557], [4.831841, -0.593728, 0.401675], [4.872908, -0.017527, -1.428993], [2.705009, -1.349468, -0.914804], [2.421730, -0.288383, 0.546975], [2.299554, 1.904464, -1.178896], [0.895436, 0.778942, -0.849401], [1.895967, -0.505444, -3.246088], [2.793509, 1.088601, -3.365724], [0.593975, 1.101648, -4.669433], [0.685718, 2.525406, -3.395442], [0.041427, -1.404980, -2.758063], [-5.605698, 1.244360, -1.598054], [-5.207536, 2.176369, -3.125085], [-3.639096, 3.688465, -1.140638], [-5.341296, 4.025934, -1.728729], [-4.574021, 3.772149, 0.952174], [-5.170864, 2.048916, 0.743608], [-7.375841, 3.235157, -0.379229], [-7.155095, 3.575595, 1.470655], [-7.302069, 5.903743, 1.050299], [-5.629718, 5.766291, 0.182687], [-7.963453, 5.037033, -1.430070], [-6.584885, 5.866358, -1.798963], [-3.093555, 3.650747, -3.365116], [-1.486405, 3.361079, -4.247612], [-1.986088, 5.077814, -1.836797], [-0.423904, 4.805545, -2.754667], [0.178111, 2.789635, -1.281102], [-0.011573, 4.353117, -0.343086], [-1.237482, 2.075198, 0.275550], [-3.016273, -0.818494, 2.170423], [-2.938513, 0.402504, 0.701507], [-2.097529, -1.230693, 0.619192], [-5.915479, -1.048421, 2.046313], [-8.294526, -3.193228, -1.490039], [-9.612096, -2.061981, -2.143274], [-7.570734, -0.419559, -0.654174], [-8.168772, -1.827679, 0.433248], [-10.094699, 0.352179, -1.084480], [-9.432675, 0.525049, 0.625430], [-10.602742, -0.866889, 0.249974], [-7.831268, -4.003933, -4.194453], [-5.960280, -5.864808, -4.638428], [-3.550914, -5.517411, -3.525869], [2.806047, 1.208707, 5.692778], [2.318490, 0.365179, 6.603227], [3.211783, -0.481536, 7.420481], [2.767397, -1.253275, 8.250724], [4.667451, -0.356648, 7.191207], [5.155424, 0.486562, 6.280916], [4.260891, 1.333661, 5.463397], [4.705464, 2.105222, 4.633377], [2.167235, 1.834632, 5.085877], [1.255803, 0.262024, 6.784211], [5.307406, -0.983915, 7.799232], [6.218278, 0.589844, 6.099844], [7.476910, -3.721907, 0.676604], [6.477871, -3.011758, 1.199860], [5.088187, -3.512473, 1.178279], [4.174778, -2.863411, 1.653802], [4.848817, -4.831753, 0.555849], [5.848221, -5.542042, 0.032501], [7.238405, -5.040463, 0.054271], [8.152187, -5.689479, -0.422034], [8.500753, -3.369359, 0.683095], [6.635993, -2.044081, 1.659800], [3.824720, -5.183726, 0.549295], [5.690318, -6.509623, -0.427881], [-8.592227, 1.451104, 3.942954], [-8.343874, 1.413225, 5.252712], [-9.363491, 1.829721, 6.238925], [-9.137024, 1.797340, 7.433780], [-10.668940, 2.288058, 5.717337], [-10.917305, 2.325945, 4.407557], [-9.897679, 1.909454, 3.421700], [-10.123128, 1.941500, 2.226672], [-7.856849, 1.150509, 3.206258], [-7.393719, 1.079651, 5.651243], [-11.404024, 2.588596, 6.453422], [-11.867401, 2.659541, 4.008957], [7.686045, -1.435110, -3.521204], [8.437077, -1.420866, -4.622796], [8.974439, -2.671251, -5.200516], [9.661842, -2.658351, -6.205397], [8.645959, -3.937097, -4.511234], [7.894573, -3.951147, -3.409174], [7.357408, -2.701125, -2.831803], [6.668968, -2.711759, -1.826077], [7.284806, -0.529084, -3.083954], [8.686409, -0.502671, -5.140281], [9.047136, -4.842526, -4.948060], [7.645484, -4.869315, -2.891755], [-1.552429, 4.910798, 8.048015], [-0.825784, 4.300106, 7.111290], [0.495373, 3.716340, 7.425389], [1.160764, 3.160072, 6.570100], [0.979261, 3.833863, 8.817189], [0.252834, 4.444457, 9.754084], [-1.068644, 5.028509, 9.440263], [-1.732646, 5.583790, 10.294426], [-2.521544, 5.344592, 7.835594], [-1.165544, 4.204618, 6.087358], [1.948501, 3.399981, 9.029469], [0.592764, 4.539817, 10.777860], [12.203941, -4.419151, -7.221794], [12.955295, -4.405045, -8.323766], [13.492727, -5.654881, -8.901582], [14.179861, -5.642994, -9.905629], [13.164017, -6.921032, -8.211963], [12.412872, -6.935274, -7.110251], [11.875492, -5.685099, -6.532555], [11.187925, -5.697847, -5.527539], [11.802772, -3.513807, -6.784919], [13.204576, -3.486976, -8.841200], [13.565200, -7.826864, -8.649102], [12.163533, -7.853437, -6.592748]],
  "atomic_forces_ev_per_a": [[0.4524, 1.0046, -0.0908], [-0.2291, 0.0580, -0.3672], [-0.8061, 0.1680, 0.1194], [0.1397, 0.5813, 1.2519], [-0.6102, -0.2731, -0.1147], [0.4796, 1.6566, -0.0507], [-0.6990, -1.7995, 0.1932], [-1.8428, -1.1085, 0.9246], [-4.2253, 2.0550, 0.6106], [-0.7149, 2.4399, -0.7220], [3.8347, 2.1738, -2.0501], [1.3606, -2.2004, -0.0273], [0.2569, 0.1666, 0.1454], [-0.6468, 0.6452, 0.0804], [0.1266, 1.4431, 0.5114], [0.9974, 0.1845, 0.6152], [-0.4123, -0.4824, -0.9441], [0.8459, -0.5644, 0.0192], [0.2073, -3.5763, 0.7121], [-0.6507, -0.5719, -0.2183], [-0.0431, 0.2582, 0.0829], [1.1380, 1.4783, -0.2396], [0.9604, -0.9078, -0.6779], [1.8190, 0.2393, -0.3761], [-0.0390, -2.1804, 1.5813], [0.4803, 1.3471, -0.7389], [1.3842, 0.3096, -0.4829], [-1.1909, -3.9458, -2.2384], [1.6571, -1.5791, -0.6594], [1.0994, -2.2678, 0.3402], [-0.3175, 0.2010, 1.2756], [0.0307, 0.0991, -0.4926], [0.5748, 0.2492, 0.8204], [3.1487, -0.7173, 0.6372], [0.8494, 4.2972, 3.0069], [-2.3405, 1.8015, -0.1595], [-2.6648, 0.3776, -1.1774], [-1.1926, 1.1005, -1.2221], [-0.7964, -1.5887, -0.4689], [-0.1910, 0.9035, -1.2725], [1.6761, -0.7363, 0.1640], [-1.7536, -0.1321, 0.1803], [0.5456, -1.3314, 1.0600], [-0.4243, 0.8956, -1.5237], [-0.2734, 0.0040, 1.5299], [0.2085, 1.8374, 0.2893], [0.6409, -0.0055, -1.6731], [-0.2902, -1.8598, -0.0275], [1.5361, -0.0922, -0.9643], [-0.2963, 1.4346, 0.6111], [-1.3852, -0.9435, 0.6048], [0.0001, 0.9521, 1.5179], [-0.0475, -1.6221, -0.3543], [-1.2958, 1.2793, 0.1374], [1.5653, 0.7519, -0.9236], [0.7466, -0.4332, 1.2926], [-1.3195, -1.0174, -0.2621], [1.0701, -1.2036, 0.8102], [-0.9483, -1.1969, -0.9265], [-0.2655, 1.2255, -0.8716], [0.5193, 0.8554, 1.1999], [0.5243, -0.1931, -1.6053], [1.0974, -0.9809, -1.0232], [-1.5018, -0.6400, 0.4646], [0.4828, 0.6333, 0.3573], [-0.8107, -0.0978, 0.6228], [1.8122, -0.6306, 0.1598], [-0.8233, -0.2286, 1.5876], [1.0867, -1.3596, -0.3860], [-1.1428, -0.9173, 1.0830], [-1.2993, 0.7371, 0.6435], [-0.8267, -1.1931, -0.9524], [-0.4639, 1.1546, -0.4147], [-0.3981, 0.2121, -1.7352], [-0.0633, -1.5357, 0.8278], [-1.6171, 0.5352, 0.4531], [0.0190, 0.1942, -0.8707], [-0.3617, 1.6431, -0.4162], [1.5869, 0.0453, -0.0053], [-1.3091, -1.4028, 0.3879], [-0.4928, 1.3337, -1.1732], [0.5956, -1.0999, 1.1327], [-0.6868, -1.3516, -1.3537], [1.1049, 0.8299, -0.7116], [1.7011, 0.7582, 1.0016], [0.4020, 1.6767, 1.2115], [-1.0517, 1.5816, 0.5578], [-0.1391, -0.3410, -0.0511], [0.0961, 0.1199, -0.2560], [-0.3081, -0.2284, 0.2351], [0.1537, 0.1793, -0.1643], [0.3069, 0.1185, -0.1432], [0.0978, -0.2294, 0.2387], [0.0713, 0.2506, -0.2620], [-0.0510, -0.1849, 0.2826], [0.1212, -0.0613, -0.0005], [0.0269, -0.0110, 0.0253], [-0.0424, -0.0142, 0.0124], [-0.0202, 0.0279, -0.0222], [-0.1314, 0.2239, 0.3571], [0.3622, -0.1132, 0.0569], [-0.2385, 0.2948, 0.1295], [0.1729, -0.1558, -0.0997], [0.0883, -0.2879, -0.1651], [-0.3217, 0.0354, 0.0641], [0.2977, -0.1167, -0.1348], [-0.2190, 0.1469, 0.0505], [0.0009, -0.0372, -0.0385], [-0.0454, -0.0034, -0.0153], [-0.0041, 0.0417, 0.0183], [0.0429, 0.0070, 0.0022], [0.2548, -0.0853, 0.2237], [0.1033, -0.0507, -0.3242], [0.0883, -0.0102, 0.4853], [-0.0567, 0.0062, -0.3212], [-0.2226, 0.0712, -0.2551], [-0.1208, 0.0471, 0.3169], [-0.0895, 0.0186, -0.4304], [0.0294, 0.1208, 0.4046], [-0.0254, 0.0180, -0.0610], [-0.0310, 0.0153, 0.0402], [0.0414, -0.0114, 0.0251], [0.0329, -0.0134, -0.0376], [0.1193, 0.2110, -0.1987], [-0.1556, 0.2091, 0.2037], [0.2296, -0.1042, -0.2738], [-0.1966, 0.0980, 0.2243], [-0.1821, -0.2432, 0.1713], [0.0966, -0.0874, -0.1907], [-0.1499, -0.0966, 0.2393], [0.0858, 0.0224, -0.4006], [-0.0159, -0.0241, 0.0287], [0.0136, -0.0308, -0.0161], [0.0604, 0.0672, 0.0091], [0.0303, 0.0224, 0.0110], [0.0191, -0.1018, -0.3400], [-0.2785, 0.1310, 0.0734], [0.1578, -0.1253, -0.2728], [-0.4068, 0.4802, 0.3861], [0.0032, 0.0869, 0.2905], [0.3019, -0.1755, -0.0811], [-0.2853, 0.2380, 0.3634], [0.1939, -0.1566, -0.2456], [0.0102, 0.0091, 0.0456], [0.0443, -0.0137, 0.0035], [-0.0051, -0.0087, -0.0401], [-0.0458, 0.0162, -0.0086], [0.1842, 0.2631, -0.1787], [-0.1668, 0.0938, 0.2336], [0.2550, 0.0861, -0.4157], [-0.1752, -0.0372, 0.2665], [-0.1485, -0.2041, 0.2532], [0.1552, -0.1981, -0.2054], [-0.2074, 0.0585, 0.2746], [0.1756, -0.0709, -0.2238], [-0.0592, -0.0727, -0.0021], [0.0187, -0.0389, -0.0152], [0.0155, 0.0346, -0.0257], [-0.0168, 0.0343, 0.0196]]
}